Here is a molecular structure, C38H31BiN7OP2Se2 from the Open Molecules 2025 dataset. Energies are from ωB97M-V/def2-TZVPD.

Cartesian coordinates (Å):
Bi: -0.610 -0.878 -0.173
O: -2.347 0.546 -1.748
C: -2.865 1.883 -1.603
C: -4.026 1.953 -0.631
C: -3.680 1.444 0.782
C: -3.960 -0.020 0.990
C: -5.261 -0.430 1.274
C: -5.546 -1.767 1.463
C: -4.513 -2.690 1.370
C: -3.251 -2.217 1.090
N: -2.969 -0.919 0.899
H: -2.880 0.071 -2.394
H: -3.150 2.269 -2.583
H: -2.033 2.481 -1.239
H: -4.886 1.407 -1.030
H: -4.329 3.000 -0.571
H: -4.281 1.989 1.512
H: -2.637 1.658 1.006
H: -6.039 0.318 1.352
H: -6.555 -2.087 1.687
H: -4.676 -3.748 1.516
H: -2.417 -2.910 1.025
Se: 5.634 -3.176 1.548
P: 5.557 -1.591 0.166
C: 6.313 -1.944 -1.433
C: 6.697 -3.242 -1.747
C: 7.270 -3.511 -2.982
C: 7.456 -2.486 -3.897
C: 7.074 -1.187 -3.583
C: 6.504 -0.911 -2.352
C: 6.302 -0.050 0.724
C: 7.695 0.003 0.786
C: 8.319 1.139 1.268
C: 7.559 2.223 1.694
C: 6.175 2.171 1.635
C: 5.544 1.034 1.148
C: 3.833 -1.183 -0.224
C: 2.654 -1.455 0.455
N: 1.672 -0.979 -0.348
N: 2.205 -0.443 -1.436
N: 3.502 -0.553 -1.375
P: 2.167 -2.213 1.994
Se: 0.043 -1.576 2.329
C: 2.147 -3.994 1.872
C: 1.668 -4.735 2.952
C: 1.603 -6.115 2.858
C: 1.992 -6.747 1.684
C: 2.449 -6.006 0.604
C: 2.533 -4.626 0.694
C: 3.038 -1.563 3.405
C: 3.702 -2.386 4.309
C: 4.379 -1.809 5.370
C: 4.411 -0.427 5.509
C: 3.754 0.392 4.600
C: 3.052 -0.178 3.552
H: 6.558 -4.030 -1.017
H: 7.577 -4.519 -3.226
H: 7.907 -2.695 -4.858
H: 7.223 -0.388 -4.297
H: 6.207 0.100 -2.107
H: 8.286 -0.845 0.461
H: 9.399 1.182 1.314
H: 8.050 3.111 2.069
H: 5.578 3.009 1.969
H: 4.464 1.005 1.100
H: 1.345 -4.241 3.861
H: 1.246 -6.695 3.698
H: 1.940 -7.826 1.613
H: 2.756 -6.502 -0.307
H: 2.923 -4.049 -0.134
H: 3.720 -3.458 4.170
H: 4.902 -2.438 6.076
H: 4.958 0.015 6.331
H: 3.780 1.469 4.690
H: 2.530 0.465 2.854
N: -0.376 1.224 0.343
C: 0.572 1.929 0.323
C: 1.618 2.781 0.348
C: 2.344 2.891 1.567
N: 2.892 2.962 2.577
C: 1.954 3.538 -0.812
N: 2.205 4.152 -1.751

As for the total charge: +1. Its HOMO-LUMO gap is 6.9 eV.

=====

Here is a molecular structure, C38H31BrGeN2O2Rh in a non-equilibrium geometry from the Open Molecules 2025 dataset. Energies are from ωB97M-V/def2-TZVPD.

Cartesian coordinates (Å):
Rh: -1.234 0.489 2.019
Br: -0.079 -1.232 3.749
C: -0.778 -2.534 2.541
C: -0.121 -3.733 2.382
C: -0.667 -4.746 1.496
C: -1.846 -4.539 0.817
C: -2.541 -3.291 0.931
C: -3.665 -2.951 0.141
C: -4.253 -1.668 0.187
C: -3.652 -0.646 0.943
C: -2.479 -0.970 1.630
C: -1.989 -2.243 1.772
H: 0.828 -3.879 2.901
H: -0.002 -5.656 1.381
H: -2.363 -5.352 0.290
H: -4.046 -3.687 -0.520
H: -5.171 -1.485 -0.360
H: -4.175 0.306 1.124
N: -2.727 3.509 4.546
C: -1.955 3.017 3.581
N: -2.329 1.760 3.198
C: -3.377 1.338 4.028
C: -4.105 0.128 4.098
C: -5.160 0.137 5.033
C: -5.418 1.223 5.874
C: -4.633 2.354 5.917
C: -3.655 2.455 4.882
H: -2.643 4.323 5.182
H: -1.198 3.621 3.147
H: -3.960 -0.741 3.469
H: -5.755 -0.757 5.187
H: -6.210 1.075 6.585
H: -4.754 3.027 6.776
O: 0.319 2.419 2.256
C: 0.843 1.910 1.219
O: 0.240 0.861 0.653
C: 2.127 2.333 0.564
C: 1.961 2.539 -0.994
Ge: 2.104 0.934 -2.128
C: 3.093 1.116 -3.855
C: 3.176 2.379 -4.502
C: 4.232 2.698 -5.302
C: 5.143 1.667 -5.644
C: 4.954 0.364 -5.174
C: 3.897 0.086 -4.330
C: 0.394 0.335 -2.835
C: 0.360 -0.817 -3.581
C: -0.763 -1.156 -4.267
C: -1.856 -0.284 -4.319
C: -1.796 0.902 -3.570
C: -0.665 1.204 -2.818
C: 3.064 -0.413 -1.077
C: 4.330 -0.079 -0.545
C: 5.024 -0.967 0.263
C: 4.495 -2.239 0.568
C: 3.221 -2.533 0.117
C: 2.506 -1.599 -0.627
H: 2.886 1.577 0.743
H: 2.499 3.242 1.075
H: 2.808 3.181 -1.355
H: 0.981 3.080 -1.208
H: 2.344 3.036 -4.335
H: 4.298 3.667 -5.816
H: 6.083 1.770 -6.268
H: 5.639 -0.450 -5.426
H: 3.719 -0.931 -3.986
H: 1.220 -1.444 -3.700
H: -0.759 -2.116 -4.746
H: -2.752 -0.537 -4.908
H: -2.664 1.556 -3.499
H: -0.676 2.019 -2.118
H: 4.794 0.890 -0.804
H: 6.043 -0.671 0.594
H: 5.088 -2.926 1.187
H: 2.723 -3.459 0.336
H: 1.437 -1.796 -0.766

As for the spin multiplicity: 5. As for the total charge: +1. Its HOMO-LUMO gap (spin up / spin down) is 7.3 / 4.4 eV.

=====

Here is a molecular structure, C38H31ClN9O5Zr in a non-equilibrium geometry from the Open Molecules 2025 dataset. Energies are from ωB97M-V/def2-TZVPD.

Cartesian coordinates (Å):
Zr: -0.097 -1.223 -1.045
O: -1.167 2.764 -2.067
C: -0.804 1.769 -1.466
N: -0.062 0.747 -1.944
C: 0.504 0.988 -3.258
C: 1.665 0.058 -3.486
C: 2.431 0.125 -4.645
C: 3.523 -0.711 -4.779
C: 3.832 -1.588 -3.746
C: 3.010 -1.609 -2.639
N: 1.944 -0.811 -2.512
C: -1.109 1.602 0.001
C: -1.622 2.652 0.742
C: -1.768 2.486 2.110
C: -1.401 1.276 2.680
C: -0.923 0.266 1.862
N: -0.784 0.423 0.543
H: 0.853 2.026 -3.319
H: -0.230 0.885 -4.064
H: 2.166 0.830 -5.421
H: 4.131 -0.679 -5.672
H: 4.681 -2.253 -3.805
H: 3.189 -2.295 -1.821
H: -1.870 3.571 0.232
H: -2.151 3.290 2.724
H: -1.481 1.108 3.744
H: -0.644 -0.700 2.263
O: 0.712 -3.930 -3.883
Cl: -0.023 -3.467 -2.788
O: -1.103 -4.279 -2.419
O: -0.521 -2.082 -3.039
O: 0.856 -3.226 -1.623
C: -1.108 -4.580 2.001
C: -2.413 -4.280 2.356
C: -3.057 -3.218 1.747
C: -2.376 -2.428 0.819
C: -1.029 -2.669 0.479
C: -0.440 -3.789 1.074
C: -3.086 -1.405 0.036
C: -4.314 -0.854 0.474
C: -4.952 0.065 -0.300
C: -4.437 0.382 -1.575
C: -5.113 1.249 -2.460
C: -4.629 1.469 -3.717
C: -3.464 0.802 -4.137
C: -2.777 -0.025 -3.291
C: -3.223 -0.227 -1.968
N: -2.517 -1.038 -1.107
H: -0.618 -5.447 2.426
H: -2.942 -4.897 3.070
H: -4.100 -3.045 1.975
H: 0.554 -4.104 0.773
H: -4.715 -1.137 1.434
H: -5.872 0.529 0.032
H: -6.030 1.717 -2.126
H: -5.148 2.127 -4.398
H: -3.111 0.941 -5.150
H: -1.914 -0.562 -3.646
C: 2.616 1.421 -0.271
C: 2.594 0.166 0.521
N: 1.746 -0.851 0.424
C: 2.102 -1.753 1.409
C: 3.147 -1.263 2.114
N: 3.450 -0.046 1.548
C: 4.384 0.917 2.103
N: 3.689 2.070 2.595
N: 3.941 3.289 2.050
N: 3.143 4.145 2.535
C: 2.307 3.520 3.434
C: 1.263 4.026 4.213
C: 0.592 3.132 5.014
C: 0.942 1.767 5.049
C: 1.967 1.252 4.288
C: 2.650 2.165 3.480
H: 1.932 1.338 -1.105
H: 3.621 1.626 -0.645
H: 2.316 2.270 0.344
H: 1.568 -2.669 1.562
H: 3.696 -1.659 2.949
H: 5.085 1.274 1.350
H: 4.931 0.412 2.899
H: 1.009 5.076 4.182
H: -0.216 3.477 5.644
H: 0.391 1.106 5.705
H: 2.225 0.203 4.327

As for the total charge: +1. Its HOMO-LUMO gap is 7.7 eV.

=====

Here is a molecular structure, C38H31CoF5N5OS in a non-equilibrium geometry from the Open Molecules 2025 dataset. Energies are from ωB97M-V/def2-TZVPD.

Cartesian coordinates (Å):
Co: 0.022 -0.422 1.871
N: 0.970 -3.415 -0.904
C: 0.922 -2.241 -0.253
N: 0.133 -1.995 0.737
C: -0.715 -3.005 1.233
N: -1.503 -2.729 2.224
N: -1.293 -1.427 2.623
C: -2.043 -0.873 3.575
C: -1.685 0.477 3.815
C: -2.302 1.356 4.728
C: -1.862 2.648 4.819
C: -0.798 3.081 4.004
C: -0.231 2.182 3.135
N: -0.652 0.914 3.026
C: -0.667 -4.316 0.592
C: -1.440 -5.394 1.031
C: -1.369 -6.611 0.385
C: -0.520 -6.772 -0.711
C: 0.258 -5.721 -1.155
C: 0.183 -4.497 -0.499
H: 1.602 -3.507 -1.682
H: 1.594 -1.464 -0.586
H: -2.835 -1.409 4.079
H: -3.120 0.996 5.336
H: -2.331 3.335 5.511
H: -0.419 4.091 4.057
H: 0.590 2.444 2.483
H: -2.089 -5.245 1.881
H: -1.970 -7.441 0.729
H: -0.465 -7.726 -1.216
H: 0.923 -5.844 -2.000
C: 3.142 -1.147 -3.718
C: 1.783 -1.235 -3.995
C: 0.867 -0.470 -3.289
C: 1.296 0.404 -2.285
C: 2.666 0.489 -2.026
C: 3.581 -0.278 -2.729
C: 0.424 1.194 -1.399
C: -0.906 1.200 -1.276
C: -1.882 0.384 -2.034
C: -2.440 -0.748 -1.450
C: -3.369 -1.505 -2.148
C: -3.760 -1.129 -3.425
C: -3.221 0.014 -4.002
C: -2.289 0.768 -3.308
H: 3.852 -1.743 -4.275
H: 1.430 -1.900 -4.772
H: -0.183 -0.575 -3.514
H: 3.005 1.141 -1.232
H: 4.635 -0.200 -2.499
H: 0.976 1.803 -0.691
H: -2.142 -1.039 -0.449
H: -3.792 -2.388 -1.688
H: -4.489 -1.717 -3.965
H: -3.530 0.319 -4.993
H: -1.863 1.656 -3.758
C: 3.464 1.797 1.837
C: 2.893 0.401 2.115
C: 3.884 -0.666 1.633
C: 2.669 0.235 3.623
O: 1.701 0.243 1.408
H: 4.439 1.942 2.307
H: 2.784 2.562 2.213
H: 3.577 1.947 0.762
H: 4.844 -0.607 2.150
H: 4.060 -0.553 0.561
H: 3.459 -1.657 1.807
H: 3.603 0.317 4.184
H: 2.229 -0.743 3.826
H: 1.981 0.996 3.992
F: -1.128 7.574 -2.513
C: -1.238 6.369 -1.958
C: -2.386 5.617 -2.155
F: -3.377 6.104 -2.903
C: -2.489 4.363 -1.576
F: -3.604 3.669 -1.799
C: -1.466 3.830 -0.799
S: -1.630 2.250 -0.013
C: -0.329 4.612 -0.612
F: 0.683 4.171 0.139
C: -0.202 5.866 -1.183
F: 0.897 6.594 -0.990

As for the total charge: 0. Its HOMO-LUMO gap (spin up / spin down) is 5.8 / 5.7 eV.

=====

Here is a molecular structure, C38H32Br2HfN7Si in a non-equilibrium geometry from the Open Molecules 2025 dataset. Energies are from ωB97M-V/def2-TZVPD.

Cartesian coordinates (Å):
Hf: 8.424 10.193 12.716
C: 6.840 11.870 14.779
N: 6.485 11.102 13.566
C: 5.811 11.928 12.484
C: 6.844 12.691 11.624
N: 8.124 12.223 11.475
C: 8.783 13.276 10.702
C: 10.119 13.456 10.262
C: 10.344 14.390 9.263
C: 9.307 15.199 8.702
C: 8.047 15.165 9.273
C: 7.822 14.209 10.318
N: 6.642 13.856 10.985
C: 8.331 12.052 14.968
N: 9.308 11.214 14.586
C: 10.510 11.756 15.181
C: 11.809 11.268 15.140
C: 12.789 12.146 15.692
C: 12.439 13.337 16.275
C: 11.114 13.699 16.569
C: 10.153 12.884 15.987
N: 8.753 13.040 15.874
H: 6.201 11.487 15.633
H: 6.441 12.851 14.620
H: 5.804 10.407 13.804
H: 5.101 12.672 12.923
H: 5.405 11.125 11.837
H: 10.926 12.998 10.841
H: 11.304 14.415 8.738
H: 9.500 15.976 7.975
H: 7.284 15.875 8.971
H: 5.695 14.305 10.909
H: 12.094 10.393 14.519
H: 13.837 11.843 15.802
H: 13.192 14.068 16.430
H: 10.928 14.555 17.207
H: 8.058 13.753 16.136
Br: 6.291 5.754 17.101
C: 7.291 6.640 15.705
C: 8.550 7.218 15.961
C: 9.178 8.001 14.949
N: 8.569 8.238 13.770
C: 7.455 7.478 13.414
C: 6.712 6.870 14.441
C: 6.896 7.678 12.158
C: 6.018 6.758 11.577
C: 5.493 7.011 10.306
Br: 4.801 5.565 9.284
C: 5.708 8.253 9.695
C: 6.648 9.058 10.275
N: 7.194 8.846 11.522
H: 8.994 7.264 16.930
H: 10.125 8.438 15.149
H: 5.753 6.479 14.155
H: 5.753 5.883 12.140
H: 5.011 8.658 8.941
H: 6.912 10.005 9.780
C: 9.570 7.450 6.797
C: 9.965 8.790 6.962
C: 10.102 9.369 8.195
C: 10.076 8.583 9.381
C: 9.631 7.241 9.235
C: 9.394 6.698 7.966
Si: 10.427 9.243 11.150
C: 12.181 10.040 11.095
C: 12.487 11.180 11.770
C: 13.751 11.669 11.581
C: 14.611 11.142 10.650
C: 14.349 10.006 9.971
C: 13.114 9.427 10.261
H: 9.297 7.030 5.839
H: 10.094 9.435 6.049
H: 10.414 10.405 8.336
H: 9.416 6.678 10.112
H: 9.091 5.649 7.838
H: 10.669 7.823 11.721
H: 11.750 11.658 12.412
H: 14.058 12.465 12.239
H: 15.591 11.564 10.479
H: 14.967 9.521 9.250
H: 12.768 8.533 9.725

As for the total charge: +3. Its HOMO-LUMO gap is 5.0 eV.

=====

Here is a molecular structure, C38H32BrCl2N4O6Sr from the Open Molecules 2025 dataset. Energies are from ωB97M-V/def2-TZVPD.

Cartesian coordinates (Å):
Sr: -1.184 0.279 -0.703
Br: 4.201 -5.456 -0.357
C: 3.154 -3.925 -0.791
C: 2.947 -3.587 -2.135
C: 2.178 -2.502 -2.455
C: 1.533 -1.687 -1.465
O: 0.728 -0.775 -1.814
C: 1.847 -2.009 -0.101
C: 1.468 -1.205 1.030
N: 0.889 -0.055 1.035
C: 0.882 0.647 2.249
C: 1.919 0.578 3.153
C: 1.895 1.296 4.365
C: 0.848 2.113 4.668
C: -0.211 2.264 3.741
C: -1.300 3.135 3.975
C: -2.268 3.274 3.028
C: -2.149 2.540 1.829
N: -1.166 1.713 1.586
C: -0.195 1.550 2.523
C: 2.623 -3.143 0.198
H: 3.395 -4.191 -2.915
H: 2.000 -2.238 -3.490
H: 1.773 -1.636 1.992
H: 2.787 -0.022 2.912
H: 2.728 1.201 5.050
H: 0.821 2.673 5.596
H: -1.340 3.689 4.906
H: -3.110 3.937 3.169
H: -2.882 2.652 1.037
H: 2.810 -3.388 1.237
C: -3.145 -7.268 0.712
C: -3.989 -6.185 0.106
C: -5.055 -6.473 -0.729
C: -5.804 -5.449 -1.291
Cl: -7.112 -5.846 -2.381
C: -5.501 -4.129 -1.036
C: -4.442 -3.821 -0.190
C: -3.695 -4.842 0.389
O: -2.674 -4.641 1.255
C: -2.545 -3.336 1.803
C: -1.986 -2.275 0.848
O: -1.324 -2.641 -0.139
O: -2.250 -1.090 1.177
H: -3.499 -8.251 0.404
H: -3.160 -7.211 1.801
H: -2.101 -7.158 0.410
H: -5.299 -7.504 -0.956
H: -6.076 -3.335 -1.494
H: -4.206 -2.782 -0.006
H: -1.851 -3.437 2.637
H: -3.507 -2.992 2.191
N: -3.080 -1.029 -2.287
C: -2.725 -2.067 -2.665
N: -2.326 -3.245 -3.085
C: -0.920 -3.626 -2.923
C: -0.838 -5.069 -2.461
C: -1.594 -5.976 -3.428
C: -3.045 -5.520 -3.566
C: -3.140 -4.058 -3.981
H: -0.479 -2.952 -2.200
H: -0.407 -3.500 -3.886
H: -1.270 -5.125 -1.457
H: 0.213 -5.357 -2.386
H: -1.564 -7.013 -3.087
H: -1.104 -5.950 -4.410
H: -3.546 -5.636 -2.605
H: -3.583 -6.133 -4.294
H: -4.170 -3.704 -3.933
H: -2.782 -3.931 -5.012
Cl: -2.153 8.780 -3.435
C: -1.963 7.122 -2.914
C: -0.694 6.568 -2.870
C: -0.553 5.253 -2.456
C: -1.663 4.503 -2.088
C: -2.925 5.080 -2.142
C: -3.085 6.394 -2.555
C: -1.493 3.067 -1.632
O: -0.336 2.591 -1.623
O: -2.531 2.444 -1.280
H: 0.163 7.161 -3.158
H: 0.420 4.781 -2.408
H: -3.776 4.476 -1.857
H: -4.063 6.852 -2.602

As for the total charge: -1. Its HOMO-LUMO gap is 7.0 eV.